Record 1
Entry from the OMol25 dataset: a structure of composition C3H2Cl2DyLaO4 at a distorted geometry (wB97M-V/def2-TZVPD).

Results
total energy = -2251.69433 Ha
highest occupied orbital energy (spin up / spin down) = -25.25 / -25.25 eV
charge = +4
multiplicity = 6
maximum force = 0.2511 Eh/bohr
Kohn-Sham gap (spin up / spin down) = 5.74 / 5.77 eV

Last column: Löwdin charge in e.
Positions of all 13 atoms, in Å:
Dy  -1.869  -0.666  -3.194  1.564
La  1.088  0.432  0.740  1.900
Cl  -2.683  -2.089  -1.418  0.197
Cl  -0.790  2.115  1.099  0.139
C  1.967  2.348  1.718  -0.174
C  0.092  -1.932  -3.238  -0.049
C  -0.130  0.224  -2.071  0.008
O  2.196  3.289  2.364  0.251
O  1.027  -2.522  -2.885  0.273
O  0.939  0.586  -1.558  -0.104
O  -0.314  -0.569  2.569  -0.186
H  -0.485  -1.299  3.195  0.134
H  -1.037  0.085  2.677  0.047



Record 2
Entry from the OMol25 dataset: a structure of composition C32H30N2O6TeV at a distorted geometry (wB97M-V/def2-TZVPD).

Results
total energy = -3010.56841 Ha
highest occupied orbital energy (spin up / spin down) = -4.43 / -4.65 eV
charge = -1
multiplicity = 3
maximum force = 0.0892 Eh/bohr
Kohn-Sham gap (spin up / spin down) = 6.64 / 6.86 eV

Last column: Löwdin charge in e.
Positions of all 72 atoms, in Å:
V  2.702  -1.936  1.887  0.931
O  4.284  3.797  2.331  0.074
C  3.903  2.495  2.239  -0.267
C  2.958  1.940  3.103  0.079
C  2.628  0.608  2.950  -0.175
N  3.176  -0.157  1.998  -0.030
C  4.121  0.354  1.196  -0.132
C  4.515  1.672  1.284  0.093
C  4.680  -0.781  0.349  -0.570
O  5.461  -0.590  -0.566  0.079
O  4.231  -1.906  0.769  -0.100
C  1.771  -0.242  3.865  -0.590
O  1.074  0.256  4.735  0.066
O  1.931  -1.484  3.620  -0.081
H  3.758  4.233  3.013  0.112
H  2.498  2.515  3.895  0.132
H  5.295  2.052  0.646  0.133
C  -1.753  6.059  -1.850  -0.064
C  -1.356  4.684  -1.389  -0.287
C  -0.393  3.946  -2.058  -0.031
C  0.002  2.693  -1.609  -0.309
C  1.065  1.956  -2.365  -0.083
C  -0.563  2.133  -0.457  -0.344
Te  0.313  0.228  0.360  1.566
N  1.196  -1.930  0.979  -0.226
C  0.854  -3.030  1.600  -0.622
O  1.736  -3.881  1.887  -0.035
C  -0.581  -3.217  1.927  -0.132
C  -1.202  -4.436  1.689  -0.019
C  -2.557  -4.576  1.929  -0.094
C  -3.294  -3.505  2.408  -0.101
C  -2.669  -2.300  2.680  -0.087
C  -1.315  -2.154  2.443  -0.049
C  -0.431  -0.956  -1.265  -0.343
C  0.449  -1.725  -2.027  -0.304
C  1.930  -1.742  -1.809  -0.087
C  -0.056  -2.544  -3.034  -0.021
C  -1.408  -2.614  -3.310  -0.281
C  -1.940  -3.464  -4.429  -0.061
C  -2.273  -1.871  -2.520  -0.025
C  -1.807  -1.060  -1.497  -0.285
C  -2.793  -0.328  -0.641  -0.067
C  -1.537  2.876  0.216  -0.329
C  -2.206  2.380  1.468  -0.089
C  -1.925  4.125  -0.257  -0.038
H  -1.178  6.358  -2.725  0.067
H  -1.577  6.790  -1.060  0.074
H  -2.814  6.093  -2.100  0.074
H  0.071  4.359  -2.945  0.104
H  1.428  2.550  -3.202  0.070
H  0.674  1.014  -2.746  0.069
H  1.900  1.726  -1.699  0.055
H  -0.616  -5.259  1.308  0.116
H  -3.041  -5.524  1.743  0.094
H  -4.352  -3.617  2.598  0.093
H  -3.235  -1.470  3.079  0.103
H  -0.815  -1.224  2.677  0.071
H  2.250  -0.911  -1.179  0.012
H  2.465  -1.702  -2.758  0.087
H  2.212  -2.668  -1.297  0.088
H  0.636  -3.146  -3.610  0.114
H  -1.127  -3.967  -4.950  0.068
H  -2.482  -2.844  -5.144  0.075
H  -2.632  -4.216  -4.049  0.075
H  -3.339  -1.939  -2.699  0.111
H  -3.812  -0.630  -0.879  0.077
H  -2.693  0.746  -0.785  0.064
H  -2.590  -0.545  0.408  0.045
H  -1.818  1.400  1.740  0.010
H  -3.284  2.307  1.318  0.079
H  -2.024  3.070  2.291  0.078
H  -2.683  4.679  0.282  0.114